[1]
12
Properties=species:S:1:pos:R:3:forces:R:3 method="wB97M-V/def2-TZVPD" de_lowest_ev=4.4611 e_tot_ha=-306.34235 e_lumo_ev=-0.090 e_homo_ev=-8.83
C 0.257 -1.527 0.528 -0.128 -0.282 0.064
C 1.057 -0.366 0.054 0.086 -0.152 0.321
O 2.197 -0.439 -0.317 0.388 -0.053 -0.156
C 0.410 0.991 0.024 0.793 0.513 -0.468
C -1.721 1.443 -0.407 -1.945 0.411 1.268
O -0.905 1.028 0.542 -0.706 -0.297 -1.191
H -0.664 -1.605 -0.052 -0.035 -0.048 0.021
H 0.846 -2.440 0.449 -0.068 0.110 -0.010
H -0.043 -1.354 1.563 -0.040 -0.036 0.018
H 1.017 1.729 0.510 0.521 0.277 0.361
H 0.320 1.249 -1.034 0.582 0.023 -0.042
H -1.246 2.295 -0.959 0.553 -0.465 -0.187

=====

[2]
12
Properties=species:S:1:pos:R:3:forces:R:3 method="wB97M-V/def2-TZVPD" de_lowest_ev=1.7672 smiles="O=C[C@@H]1C[C@@H]1O" e_tot_ha=-306.44135 e_lumo_ev=0.750 e_homo_ev=-9.63
O -0.915 1.729 1.994 0.015 -0.312 -0.355
C -0.820 0.842 1.178 -0.055 0.268 0.204
C 0.245 0.773 0.147 0.014 0.116 0.216
C -0.076 0.117 -1.182 -0.109 -0.083 -0.139
C 0.744 -0.617 -0.171 0.151 0.109 -0.079
O 0.088 -1.645 0.519 -0.047 -0.275 -0.108
H -1.518 -0.016 1.156 -0.081 0.195 0.100
H 0.921 1.626 0.132 0.017 -0.354 0.092
H 0.329 0.577 -2.080 0.119 -0.216 0.247
H -1.087 -0.269 -1.286 0.123 0.070 -0.021
H 1.811 -0.820 -0.246 -0.090 0.470 -0.344
H 0.051 -2.399 -0.083 -0.059 0.013 0.187

=====

[3]
12
Properties=species:S:1:pos:R:3:forces:R:3 method="wB97M-V/def2-TZVPD" de_lowest_ev=1.7317 smiles="C=C=O.CC=O" e_tot_ha=-306.44266 e_lumo_ev=0.871 e_homo_ev=-9.41
C -1.004 -2.209 -0.152 -0.048 0.109 -0.085
C -1.197 -1.113 -0.845 -0.109 0.476 -0.340
O -1.341 -0.124 -1.454 0.052 -0.863 0.492
H -1.253 -3.167 -0.588 0.009 0.113 0.027
H -0.602 -2.117 0.851 -0.065 0.015 -0.157
C 0.736 1.888 0.156 -0.016 0.044 0.087
C 0.850 0.448 0.563 -0.100 -0.025 0.265
O 0.511 0.014 1.641 0.161 0.193 -0.451
H 0.527 2.509 1.029 0.031 -0.044 -0.122
H 1.645 2.220 -0.354 -0.091 -0.055 0.081
H -0.089 1.977 -0.563 0.144 -0.034 0.097
H 1.239 -0.244 -0.213 0.033 0.070 0.105

=====

[4]
12
Properties=species:S:1:pos:R:3:forces:R:3 method="wB97M-V/def2-TZVPD" de_lowest_ev=3.4997 e_tot_ha=-306.37769 e_lumo_ev=0.574 e_homo_ev=-8.84
O -0.666 -1.442 -1.386 -0.250 -0.207 0.166
C -0.259 -0.148 -0.989 0.043 0.020 -0.086
C -0.750 0.245 0.425 0.111 0.032 -0.044
C 0.570 0.665 1.041 -0.065 0.243 0.121
O 1.568 -0.174 0.364 0.272 0.258 -0.422
C 1.275 -0.357 -0.888 -0.160 -0.117 0.376
H -0.031 -2.051 -0.974 -0.254 -0.140 -0.316
H -0.587 0.559 -1.758 0.229 -0.118 0.083
H -1.467 1.071 0.429 0.124 -0.172 -0.101
H -1.215 -0.617 0.919 0.237 0.177 -0.055
H 0.721 0.583 2.116 -0.132 -0.147 -0.099
H 0.840 1.665 0.702 -0.155 0.171 0.376